(1)
73
Properties=species:S:1:pos:R:3 method="wB97M-V/def2-TZVPD" homo_ha="-0.262 / -0.275" s2=6.021 orbital_gap_ev="7.6 / 5.7" largest_force_ev_per_a=0.765 multiplicity=5 lumo_ev="0.5 / -1.8" e_tot_ha=-2831.226344
Rh -0.031 -0.572 0.414
S -2.608 1.461 -2.834
S -3.140 -1.163 -0.463
S -0.411 -1.221 -2.406
Si 3.337 0.689 0.069
N 2.129 -0.262 0.840
N 0.717 -0.719 2.532
C -1.100 -3.553 1.105
C -0.806 3.850 0.200
C 3.837 2.120 1.210
C -0.736 -0.299 -3.947
C 3.035 -1.037 3.010
C -2.126 0.283 -4.140
C 0.195 -5.513 0.571
C 2.548 1.284 -1.541
C 1.116 -4.714 -0.092
C -1.671 -2.533 -2.470
C -0.910 -4.929 1.172
C 2.011 -0.656 2.121
C -0.908 2.431 0.253
C -3.081 -2.200 -1.965
C 0.930 -3.337 -0.149
C -0.953 1.207 0.267
C 0.394 5.867 0.762
C 0.236 4.498 0.874
C -0.481 6.609 -0.022
C 1.345 -1.526 4.658
C -1.529 5.976 -0.677
C 0.373 -1.151 3.746
C 4.949 -0.227 -0.316
C -1.698 4.607 -0.566
C 2.686 -1.459 4.273
C -0.187 -2.739 0.442
C -1.096 -1.167 4.059
C -4.241 0.236 -0.887
C -4.221 0.802 -2.295
H 2.994 2.455 1.819
H 0.011 0.495 -3.932
H -3.587 -3.137 -1.728
H -3.667 -1.689 -2.723
H 1.063 -1.864 5.646
H -1.341 -0.371 4.763
H 1.978 -5.161 -0.573
H -2.872 -0.507 -4.193
H 4.632 1.809 1.891
H -5.263 -0.063 -0.647
H 1.469 1.390 -1.414
H 5.406 -0.624 0.593
H -1.719 -2.881 -3.504
H 0.346 -6.584 0.624
H 2.726 0.575 -2.355
H -1.398 -2.117 4.499
H -2.215 6.555 -1.282
H -2.144 0.831 -5.083
H -1.243 -3.322 -1.856
H 4.062 -1.023 2.674
H 2.948 2.252 -1.852
H -0.343 7.677 -0.123
H -2.507 4.106 -1.081
H 1.673 -2.735 -0.663
H -1.631 -5.546 1.696
H -1.976 -3.125 1.578
H -1.652 -0.998 3.138
H -0.513 -0.973 -4.776
H -4.561 0.085 -3.040
H 1.208 6.360 1.279
H 4.806 -1.058 -1.009
H 4.205 2.978 0.643
H -4.914 1.644 -2.315
H 0.916 3.911 1.479
H 5.664 0.467 -0.767
H 3.460 -1.757 4.969
H -3.920 1.004 -0.182



(2)
73
Properties=species:S:1:pos:R:3 method="wB97M-V/def2-TZVPD" homo_ha=-0.389 orbital_gap_ev=7.9 total_charge=+1 largest_force_ev_per_a=6.664 e_above_lowest_kj_mol=423.2 lumo_ev=-2.7 e_tot_ha=-1530.671777
O -4.378 0.180 -0.461
N 3.222 0.426 0.756
N 3.540 -2.105 -3.850
N 3.474 -1.397 -2.944
N -3.040 -1.572 0.251
N 3.268 -0.715 -1.930
N -0.997 -0.586 0.242
C 3.572 1.297 1.904
C -2.937 -0.008 4.846
C 3.049 -2.937 2.164
C 0.342 -0.270 0.290
C 5.736 -3.074 1.428
C 4.981 -1.974 1.001
C -3.661 0.738 2.664
C 4.984 2.056 -0.029
C 3.929 1.225 -0.629
C -1.623 0.351 4.528
C -1.329 0.896 3.276
C -2.342 1.056 2.323
C -4.141 -2.465 0.501
C -1.646 -1.882 0.560
C -1.184 -3.083 -0.307
C 1.376 -1.138 0.532
C -1.723 -3.864 1.988
C -3.284 -0.284 -0.142
C -3.957 0.192 3.911
C -1.528 -2.351 2.030
C -2.026 1.588 0.946
C 2.700 -0.772 1.163
C 4.274 0.333 -1.775
C 4.641 2.275 1.474
C -1.437 -4.328 0.544
C 3.659 -1.933 1.430
C -1.967 0.459 -0.083
C 5.142 -4.079 2.209
C 3.792 -4.030 2.543
H 5.735 -4.908 2.567
H 2.323 -0.511 2.190
H -0.126 -2.960 -0.543
H -1.069 -4.372 2.707
H -1.072 2.123 0.945
H 2.328 0.799 0.326
H -3.879 -3.484 0.201
H -1.760 0.858 -1.087
H -2.821 2.276 0.620
H 3.927 0.719 2.763
H -2.752 -4.123 2.270
H 5.006 3.003 -0.580
H -2.273 -1.838 2.653
H -0.308 1.201 3.025
H -2.280 -4.910 0.150
H 5.976 1.595 -0.130
H -1.739 -3.092 -1.255
H 0.523 0.801 0.079
H 3.292 -4.787 3.111
H -4.459 0.934 1.940
H -3.172 -0.427 5.826
H 1.167 -2.201 0.549
H 3.079 1.865 -0.921
H 2.637 1.820 2.137
H 4.277 3.307 1.623
H 5.417 -1.189 0.376
H -0.567 -4.997 0.527
H 5.560 2.204 2.071
H 4.275 1.055 -2.631
H -4.992 -0.069 4.147
H 6.776 -3.128 1.174
H 2.008 -2.789 2.437
H 5.315 -0.062 -1.636
H -0.538 -2.069 2.408
H -0.820 0.213 5.255
H -4.435 -2.475 1.566
H -5.009 -2.127 -0.079



(3)
84
Properties=species:S:1:pos:R:3 method="wB97M-V/def2-TZVPD" homo_ha="-0.264 / -0.266" s2=2.032 orbital_gap_ev="6.5 / 6.5" largest_force_ev_per_a=0.553 e_above_lowest_kj_mol=0.0 multiplicity=3 lumo_ev="-0.6 / -0.7" e_tot_ha=-4364.870140
V 0.329 0.355 1.488
S 0.612 0.101 3.808
S 2.308 1.633 1.452
P 0.365 -0.460 -1.684
P 1.984 -2.054 0.068
O -0.142 3.113 3.238
O 1.561 -1.362 1.310
O -1.006 -1.039 1.259
O 0.322 0.561 -0.608
O 0.998 -1.858 -1.206
N 1.892 -3.673 0.281
N 5.570 1.442 3.137
N 1.295 0.109 -2.904
N -1.084 -0.960 -2.227
N -1.275 1.688 1.214
N 3.398 -1.485 -0.517
N 3.521 -0.427 6.034
N -2.430 1.451 0.779
C -6.285 -1.165 -0.424
C 2.304 -4.578 -0.781
C 3.901 -1.753 -1.855
C -4.956 -1.104 0.037
C 3.023 1.034 2.924
C -2.954 0.197 0.673
C 2.319 0.389 3.889
C -6.357 1.227 -0.533
C 1.215 -0.514 -4.214
C -0.268 3.765 2.068
C -4.330 0.143 0.213
C -5.064 1.310 -0.079
C 0.179 5.061 1.839
C -2.249 -0.993 0.923
C 0.773 3.623 4.195
C -6.980 -0.019 -0.710
C 2.993 -0.053 5.083
C 1.924 -4.240 1.628
C -2.934 -2.242 0.756
C -0.927 3.074 1.046
C -4.216 -2.294 0.336
C 4.439 -1.114 0.447
C -1.464 -2.314 -2.596
C -1.171 3.707 -0.162
C -0.747 5.007 -0.385
C -0.061 5.676 0.617
C 4.437 1.250 3.073
C 1.857 1.457 -2.884
C -2.015 0.084 -2.647
H 0.902 -1.555 -4.128
H 0.435 4.583 4.590
H -1.578 -2.402 -3.681
H 4.426 -0.867 -2.218
H -3.014 -0.147 -2.270
H 5.214 -1.884 0.501
H 0.707 5.599 2.612
H -2.058 0.166 -3.738
H 1.235 2.151 -3.458
H -2.417 -2.565 -2.125
H -6.904 2.136 -0.751
H -1.718 1.045 -2.228
H 3.351 -4.880 -0.681
H -4.592 2.272 0.065
H 1.266 -5.110 1.662
H 2.199 -0.499 -4.687
H -0.719 -3.027 -2.255
H 4.603 -2.593 -1.860
H 1.937 1.815 -1.862
H 4.006 -0.979 1.433
H 3.084 -1.967 -2.540
H -2.367 -3.137 0.982
H 2.855 1.437 -3.327
H 1.684 -5.476 -0.747
H 0.799 2.889 4.995
H 2.934 -4.557 1.904
H -6.750 -2.136 -0.547
H 1.769 3.724 3.755
H 0.510 0.005 -4.872
H -0.935 5.485 -1.337
H 2.166 -4.113 -1.756
H -1.682 3.146 -0.934
H -8.001 -0.072 -1.062
H 1.571 -3.505 2.345
H -4.709 -3.253 0.217
H 4.894 -0.169 0.149
H 0.293 6.685 0.453



(4)
77
Properties=species:S:1:pos:R:3 method="wB97M-V/def2-TZVPD" homo_ha="-0.066 / -0.102" s2=3.764 orbital_gap_ev="4.2 / 5.2" total_charge=-1 largest_force_ev_per_a=2.927 multiplicity=4 lumo_ev="2.4 / 2.4" e_tot_ha=-4219.136256
Co 0.552 -0.051 -0.539
Cl 0.775 -0.270 -2.653
Cl 0.539 1.956 0.188
S -1.518 -2.729 -0.067
O -0.848 -0.142 2.663
O -2.732 0.671 -0.367
O 1.668 3.360 -1.899
N -0.163 -1.800 -0.097
N -2.508 0.960 -2.643
N -1.294 1.777 3.832
C -2.968 0.326 -1.538
C -2.958 -3.668 3.689
C -3.736 -1.456 3.084
C -0.718 -6.541 -1.252
C -3.663 -2.506 4.006
C 3.037 5.129 -5.599
C 2.320 4.391 -1.944
C -3.035 -1.555 1.887
C 4.574 6.427 -4.232
C 0.831 -6.031 0.542
C -1.665 3.180 3.775
C 0.229 -4.774 0.709
C 2.399 4.662 -4.446
C 4.141 5.992 -5.495
C -1.197 1.120 5.125
C -0.820 -4.391 -0.129
C 2.887 5.034 -3.180
C -2.295 -2.696 1.579
C -1.310 -5.283 -1.102
C 3.930 5.966 -3.084
C 2.313 -0.386 0.609
C -1.157 1.063 2.695
C 2.160 -1.033 1.761
C 3.500 0.043 -0.156
C -2.622 0.373 -3.966
C -1.709 2.161 -2.499
C 0.352 -6.913 -0.435
C -2.287 -3.776 2.466
C 3.172 -1.904 2.468
H -4.332 -0.561 3.283
H 3.767 1.095 0.038
H 0.810 -7.897 -0.562
H 1.668 -6.323 1.175
H 1.191 -0.975 2.271
H -0.679 0.164 5.006
H -0.638 1.762 5.819
H -1.665 -0.054 -4.278
H -1.342 1.645 1.780
H -2.918 1.133 -4.692
H 4.208 -1.738 2.139
H 4.664 6.335 -6.390
H -1.108 -7.219 -2.012
H 3.264 -0.040 -1.229
H -1.696 2.443 -1.442
H -1.772 -4.696 2.197
H -3.061 -0.743 1.160
H -2.134 2.969 -3.104
H 2.684 4.820 -6.584
H -4.170 -2.412 4.971
H -2.155 -4.967 -1.712
H -2.699 3.334 4.117
H 2.938 -2.967 2.314
H -1.577 3.494 2.731
H -3.378 -0.411 -3.940
H -0.992 3.779 4.401
H 4.215 6.330 -2.096
H 0.613 -2.456 0.039
H 5.415 7.122 -4.144
H -2.937 -4.505 4.392
H 2.527 4.964 -1.007
H 0.567 -4.121 1.520
H -2.192 0.931 5.559
H 3.108 -1.753 3.551
H -0.682 1.965 -2.824
H -3.581 -0.574 -1.760
H 1.521 4.025 -4.522
H 4.370 -0.586 0.077



(5)
78
Properties=species:S:1:pos:R:3 method="wB97M-V/def2-TZVPD" homo_ha="-0.253 / -0.291" s2=2.072 orbital_gap_ev="7.3 / 5.9" largest_force_ev_per_a=2.734 e_above_lowest_kj_mol=0.0 multiplicity=3 lumo_ev="0.4 / -2.0" e_tot_ha=-2144.481945
Pd 0.751 -0.465 0.305
Si 2.712 -1.002 -2.375
F 5.470 1.203 4.114
O 1.883 -0.016 -1.358
O 2.382 -1.093 1.401
O -2.040 -2.444 0.911
N -2.609 0.500 -2.055
N -0.810 -0.097 -1.030
N -1.517 -0.313 2.612
N -0.999 -0.864 -2.082
N -2.069 -0.550 -2.700
C -2.065 -3.393 -0.146
C -3.154 3.664 -2.321
C -3.730 1.183 -2.657
C -2.856 -1.425 0.898
C 4.586 -0.639 -2.357
C 2.281 -0.757 -4.226
C -3.367 2.508 -3.323
C -3.545 0.691 1.783
C 3.452 2.289 3.796
C 2.428 -3.096 4.375
C 2.896 -2.329 3.301
C 2.402 -2.779 -2.014
C 1.364 2.577 0.716
C -2.635 -0.342 1.747
C 1.972 -1.566 2.520
C 1.061 -2.937 4.743
C 2.427 2.708 2.981
C 4.500 1.555 3.246
C -1.812 0.763 -1.047
C -4.962 -0.390 0.158
C 4.556 1.151 1.915
C -4.046 -1.406 0.150
C -2.213 2.358 -4.328
C 3.502 1.555 1.119
C 0.620 -1.386 2.945
C 0.140 -2.196 4.002
C 2.414 2.314 1.598
C -0.123 -0.443 2.176
C -4.673 0.756 0.964
H -4.243 -2.326 -0.414
H -1.033 -3.776 -0.297
H -1.894 1.585 -0.363
H -2.964 4.617 -2.814
H -5.376 1.556 1.060
H 0.779 -3.449 5.695
H -1.255 2.360 -3.842
H -1.658 0.378 3.367
H -0.913 -2.135 4.329
H 5.066 -1.203 -3.156
H -2.283 -2.861 -1.067
H -4.114 0.487 -3.402
H 1.357 -2.947 -2.347
H 2.407 -3.043 -0.902
H 3.090 -1.118 -4.886
H 3.051 -3.713 5.014
H -2.297 3.300 -4.943
H 0.357 0.560 2.293
H -2.253 3.439 -1.714
H -2.264 1.485 -4.931
H -2.788 -4.163 0.033
H 0.603 3.321 0.961
H -3.926 3.840 -1.561
H 1.354 -1.256 -4.369
H 3.049 -3.485 -2.499
H 1.735 3.500 3.389
H 3.406 2.576 4.839
H -3.271 1.602 2.370
H 4.731 0.444 -2.518
H 4.986 -0.982 -1.421
H 2.118 0.272 -4.433
H 3.907 -2.438 2.994
H -4.425 1.283 -1.818
H 1.521 2.242 -0.299
H -4.198 2.837 -3.957
H 3.570 1.229 0.125
H -5.855 -0.454 -0.477
H 5.352 0.589 1.503



(6)
81
Properties=species:S:1:pos:R:3 method="wB97M-V/def2-TZVPD" homo_ha=-0.399 orbital_gap_ev=8.7 total_charge=+1 largest_force_ev_per_a=0.992 e_above_lowest_kj_mol=50.5 lumo_ev=-2.1 e_tot_ha=-5674.033025
Hf -0.547 0.620 0.989
Se 1.226 2.590 1.623
S -1.876 1.195 -1.471
S -3.386 0.889 1.469
S -2.011 3.752 0.603
P 1.100 -0.805 -0.862
O -0.139 2.831 2.491
O -0.473 0.715 5.142
O 0.559 2.238 0.095
O 2.477 3.546 1.668
O 1.424 0.940 1.975
O -1.213 0.267 3.057
N 0.454 -0.932 3.991
N 0.691 -1.507 2.742
C -0.450 0.050 4.021
C 2.060 -4.400 0.833
C 2.488 1.964 -3.445
C 3.791 -2.860 1.454
C -3.587 0.655 -1.304
C 2.008 -2.118 0.029
C -2.087 2.926 -1.972
C 3.632 1.414 -4.002
C -2.403 -2.546 -1.783
C -1.474 -1.417 0.302
C 1.457 -3.400 0.088
C -3.869 2.400 2.334
C -2.255 -2.943 -3.105
C 3.725 -2.069 -2.541
C -1.377 -1.878 -1.116
C -2.819 3.862 -1.011
C -1.471 1.752 5.278
C -0.182 -1.653 -1.815
C 2.167 -0.055 -2.141
C 4.013 0.129 -3.659
C 1.772 1.233 -2.515
C -4.336 1.097 -0.057
C 3.885 -0.492 0.693
C 3.235 -4.127 1.521
C 3.196 -1.834 0.719
C 3.292 -0.640 -2.746
C -1.071 -2.699 -3.787
C -0.027 -2.063 -3.133
C -3.297 3.762 1.858
H 4.718 -2.653 1.976
H 3.723 -4.903 2.097
H 4.219 1.978 -4.714
H 0.906 1.678 -2.049
H 2.167 2.960 -3.718
H -3.590 2.223 3.371
H 4.199 -2.436 -3.450
H 3.421 0.219 0.013
H -3.323 -2.768 -1.253
H -1.323 2.151 6.275
H -4.651 2.133 -0.115
H -4.125 0.989 -2.195
H 0.551 -3.619 -0.464
H -3.069 -3.454 -3.605
H -3.541 -0.430 -1.362
H -1.075 3.286 -2.163
H -1.297 2.514 4.522
H -3.884 3.650 -0.976
H -2.496 -1.541 0.675
H 4.926 -0.617 0.389
H -5.241 0.493 0.031
H -0.875 -2.103 0.914
H -2.711 4.879 -1.389
H -2.602 2.897 -2.934
H -4.106 4.430 1.566
H -2.799 4.235 2.704
H 4.455 -2.165 -1.734
H 4.883 -0.312 -4.131
H 1.642 -1.314 2.446
H 3.885 -0.028 1.680
H -4.959 2.416 2.310
H 1.138 -0.988 4.732
H 2.892 -2.728 -2.312
H -0.961 -3.007 -4.818
H -2.463 1.315 5.190
H 1.623 -5.390 0.862
H 0.540 -2.509 2.778
H 0.900 -1.865 -3.659



Repeat the sixth record exactly.
81
Properties=species:S:1:pos:R:3 method="wB97M-V/def2-TZVPD" homo_ha=-0.399 orbital_gap_ev=8.7 total_charge=+1 largest_force_ev_per_a=0.992 e_above_lowest_kj_mol=50.5 lumo_ev=-2.1 e_tot_ha=-5674.033025
Hf -0.547 0.620 0.989
Se 1.226 2.590 1.623
S -1.876 1.195 -1.471
S -3.386 0.889 1.469
S -2.011 3.752 0.603
P 1.100 -0.805 -0.862
O -0.139 2.831 2.491
O -0.473 0.715 5.142
O 0.559 2.238 0.095
O 2.477 3.546 1.668
O 1.424 0.940 1.975
O -1.213 0.267 3.057
N 0.454 -0.932 3.991
N 0.691 -1.507 2.742
C -0.450 0.050 4.021
C 2.060 -4.400 0.833
C 2.488 1.964 -3.445
C 3.791 -2.860 1.454
C -3.587 0.655 -1.304
C 2.008 -2.118 0.029
C -2.087 2.926 -1.972
C 3.632 1.414 -4.002
C -2.403 -2.546 -1.783
C -1.474 -1.417 0.302
C 1.457 -3.400 0.088
C -3.869 2.400 2.334
C -2.255 -2.943 -3.105
C 3.725 -2.069 -2.541
C -1.377 -1.878 -1.116
C -2.819 3.862 -1.011
C -1.471 1.752 5.278
C -0.182 -1.653 -1.815
C 2.167 -0.055 -2.141
C 4.013 0.129 -3.659
C 1.772 1.233 -2.515
C -4.336 1.097 -0.057
C 3.885 -0.492 0.693
C 3.235 -4.127 1.521
C 3.196 -1.834 0.719
C 3.292 -0.640 -2.746
C -1.071 -2.699 -3.787
C -0.027 -2.063 -3.133
C -3.297 3.762 1.858
H 4.718 -2.653 1.976
H 3.723 -4.903 2.097
H 4.219 1.978 -4.714
H 0.906 1.678 -2.049
H 2.167 2.960 -3.718
H -3.590 2.223 3.371
H 4.199 -2.436 -3.450
H 3.421 0.219 0.013
H -3.323 -2.768 -1.253
H -1.323 2.151 6.275
H -4.651 2.133 -0.115
H -4.125 0.989 -2.195
H 0.551 -3.619 -0.464
H -3.069 -3.454 -3.605
H -3.541 -0.430 -1.362
H -1.075 3.286 -2.163
H -1.297 2.514 4.522
H -3.884 3.650 -0.976
H -2.496 -1.541 0.675
H 4.926 -0.617 0.389
H -5.241 0.493 0.031
H -0.875 -2.103 0.914
H -2.711 4.879 -1.389
H -2.602 2.897 -2.934
H -4.106 4.430 1.566
H -2.799 4.235 2.704
H 4.455 -2.165 -1.734
H 4.883 -0.312 -4.131
H 1.642 -1.314 2.446
H 3.885 -0.028 1.680
H -4.959 2.416 2.310
H 1.138 -0.988 4.732
H 2.892 -2.728 -2.312
H -0.961 -3.007 -4.818
H -2.463 1.315 5.190
H 1.623 -5.390 0.862
H 0.540 -2.509 2.778
H 0.900 -1.865 -3.659